Record 1
{"formula": "C13H13F3N4O2S", "method": "ωB97M-V/def2-TZVPD", "smiles": "O=S(=O)(NCCNc1nccc(C(F)(F)F)n1)c1ccccc1", "gap_ha": 0.3403, "elements": ["C", "H", "N", "H", "H", "F", "C", "H", "H", "N", "H", "N", "C", "C", "H", "H", "F", "C", "C", "H", "C", "S", "F", "H", "C", "H", "C", "O", "H", "H", "C", "N", "C", "C", "C", "O"], "coordinates": [[-4.667, 2.075, 0.047], [-0.331, -1.406, 1.247], [1.992, -1.483, 1.171], [-1.842, 1.554, 1.845], [0.516, -3.900, -1.282], [5.485, 1.402, -0.539], [-2.543, 1.543, 1.026], [2.453, -0.817, 3.036], [1.476, -1.770, -1.949], [-0.871, -1.277, 0.403], [-4.938, 1.495, -1.997], [1.544, -2.127, -1.006], [2.574, -0.622, 1.978], [4.169, 1.703, -0.491], [-4.121, 2.549, 2.064], [0.856, -3.440, 0.409], [3.800, 1.990, -1.736], [3.378, 0.582, 0.140], [3.291, 0.476, 1.521], [-2.653, 0.511, -2.184], [2.115, -1.264, -0.145], [-0.544, 0.221, -0.289], [4.085, 2.842, 0.217], [-1.179, -2.087, -1.443], [-2.158, 0.975, -0.173], [-5.652, 2.509, 0.133], [0.546, -3.071, -0.572], [-0.213, 0.046, -1.674], [-1.563, -3.173, -0.082], [3.735, 1.198, 2.182], [-0.850, -2.434, -0.462], [2.828, -0.273, -0.693], [-3.003, 0.949, -1.263], [-4.268, 1.505, -1.151], [-3.807, 2.098, 1.135], [0.358, 0.923, 0.578]]}

Record 2
{"formula": "C4H9N3O", "method": "ωB97M-V/def2-TZVPD", "relative_energy_kcal_mol": 117.30, "gap_ha": 0.2858, "elements": ["C", "H", "H", "C", "H", "C", "N", "N", "H", "H", "H", "H", "H", "O", "N", "C", "H"], "coordinates": [[-0.412, -0.859, -0.014], [1.007, 2.217, -0.962], [-1.735, 1.247, -0.720], [-0.786, 1.253, -0.172], [-0.411, -1.488, -2.028], [0.470, 1.267, -1.020], [1.213, 0.164, -0.399], [1.734, 0.551, 0.755], [2.178, -0.218, 1.245], [-0.801, -0.349, 1.905], [1.126, 1.146, 1.346], [-1.132, -2.682, -0.828], [-0.781, -2.050, 1.612], [-0.736, 1.636, 1.023], [-0.506, -1.124, 1.322], [-0.698, -1.706, -1.011], [0.271, 0.993, -2.055]]}

Record 3
{"formula": "C45H59IN11", "method": "ωB97M-V/def2-TZVPD", "charge": 1, "relative_energy_kcal_mol": 22.15, "gap_ha": 0.2929, "elements": ["N", "C", "H", "C", "C", "H", "C", "H", "H", "C", "H", "H", "H", "C", "H", "H", "H", "H", "H", "H", "N", "N", "C", "H", "C", "C", "C", "C", "C", "H", "C", "H", "H", "C", "H", "H", "C", "C", "H", "H", "C", "H", "H", "H", "C", "C", "H", "C", "H", "H", "H", "C", "H", "H", "H", "H", "H", "H", "C", "H", "C", "H", "H", "H", "H", "C", "C", "C", "H", "C", "C", "N", "H", "C", "H", "H", "H", "C", "H", "C", "C", "C", "C", "C", "I", "N", "H", "N", "C", "C", "H", "H", "C", "H", "H", "H", "C", "C", "C", "N", "C", "H", "N", "C", "H", "C", "H", "N", "H", "N", "C", "H", "H", "N", "H", "H"], "coordinates": [[5.546, -2.927, 4.016], [-5.530, -1.580, 1.111], [-0.363, 0.050, 1.814], [-7.198, 3.631, 5.618], [1.686, 3.948, -0.746], [1.310, 0.318, -4.784], [1.646, -1.766, -4.026], [8.159, -2.599, 6.117], [4.204, -0.769, -4.919], [2.734, -0.865, 2.149], [-7.350, 1.691, 2.360], [-7.344, 4.184, 2.288], [3.229, -4.414, -2.783], [1.749, 5.329, -0.653], [2.489, -2.858, -5.828], [-0.455, -1.544, -4.357], [1.844, 7.145, -1.797], [-2.123, -1.467, -2.378], [0.072, 1.003, -3.201], [0.652, -2.940, -5.655], [2.450, -3.837, -3.093], [1.585, -0.542, 1.542], [6.426, 4.102, 0.271], [4.037, 1.786, -3.503], [1.769, 5.394, -3.040], [-10.863, -1.820, 0.317], [1.793, 6.064, -1.827], [-7.250, 4.349, 4.434], [3.693, 0.759, -3.383], [0.404, 0.992, -1.604], [-4.522, -2.154, 0.351], [1.803, 5.933, -3.977], [1.932, -0.812, -5.974], [-11.224, -0.525, -0.016], [-0.081, -2.836, -3.140], [-0.230, 0.119, 4.302], [-7.304, 3.660, 3.233], [2.909, -0.864, 3.521], [-2.392, -2.179, 0.018], [1.653, 3.331, 0.145], [-9.519, -2.099, 0.504], [0.793, -0.866, -0.553], [8.435, 3.473, -0.184], [-10.474, 1.456, -0.408], [-8.917, 0.051, 0.055], [-0.168, -0.827, -2.338], [-7.248, 5.432, 4.447], [7.383, 3.373, -0.416], [-9.189, -3.097, 0.769], [4.102, -4.380, 4.083], [-3.543, 0.428, 2.955], [2.015, -0.508, -4.918], [0.857, -4.722, -4.214], [7.076, -1.569, 4.123], [-12.264, -0.266, -0.169], [3.781, -2.412, -3.651], [2.800, 0.782, -2.738], [-4.746, -2.894, -0.406], [-3.215, -1.757, 0.585], [1.745, -3.978, -2.367], [6.674, -4.153, 6.252], [2.644, -0.874, -1.498], [2.524, -2.574, -0.985], [4.087, -1.937, -1.450], [7.673, 1.921, -1.980], [-5.191, -0.637, 2.068], [1.623, -2.916, -5.150], [1.847, -4.288, -4.398], [7.112, -4.629, 7.121], [3.014, -1.881, -1.695], [-3.854, -0.307, 2.221], [0.041, -1.398, -0.999], [2.520, -5.010, -4.864], [-7.305, 2.275, 3.273], [-5.949, -0.168, 2.683], [-7.159, 1.643, 6.446], [3.861, -1.138, 3.953], [5.091, 3.938, -0.063], [-6.566, -1.862, 0.962], [1.833, -0.505, 4.318], [0.558, -0.201, 2.331], [6.960, 2.509, -1.413], [5.001, -4.017, 4.567], [7.258, -3.025, 5.698], [3.793, 1.480, -6.330], [-7.254, 1.562, 4.401], [-1.878, -0.112, -3.263], [-8.546, -1.191, 0.378], [-10.232, 0.434, -0.150], [3.459, 0.010, -4.725], [5.034, -5.539, 6.082], [6.716, 4.788, 1.056], [1.701, 4.011, -3.024], [4.314, 4.490, 0.449], [-7.157, 4.133, 6.575], [3.739, 2.883, -1.368], [4.772, 3.046, -1.074], [0.174, -1.823, -3.498], [5.520, -4.662, 5.678], [0.489, 0.458, -2.459], [-7.201, 2.247, 5.547], [3.549, -1.137, 1.486], [-1.639, -0.573, -2.391], [6.657, -2.454, 4.588], [-8.107, 0.765, -0.043], [2.800, -2.366, -3.158], [0.403, -2.329, -1.170], [1.660, 3.281, -1.905], [1.929, -0.491, 5.396], [-2.865, -0.848, 1.501], [0.632, -0.166, 3.714], [4.474, 0.230, -2.813], [1.679, 3.444, -3.949], [5.678, 2.333, -1.752], [1.765, 5.815, 0.312], [-11.607, -2.596, 0.431]]}

Record 4
{"formula": "C14H54N12O13", "method": "ωB97M-V/def2-TZVPD", "relative_energy_kcal_mol": 217.56, "gap_ha": 0.2895, "elements": ["H", "C", "H", "O", "H", "H", "H", "N", "H", "O", "O", "H", "N", "H", "H", "H", "H", "H", "N", "H", "N", "C", "H", "H", "C", "C", "H", "C", "H", "H", "C", "N", "H", "H", "O", "H", "C", "H", "H", "H", "H", "C", "O", "H", "C", "H", "H", "H", "C", "N", "N", "H", "H", "H", "H", "H", "N", "H", "H", "H", "O", "H", "H", "H", "O", "H", "H", "H", "O", "H", "H", "N", "C", "O", "O", "H", "H", "C", "C", "H", "O", "N", "H", "H", "H", "C", "H", "N", "O", "N", "H", "H", "O"], "coordinates": [[15.140, -4.780, 21.469], [14.331, -4.701, 20.726], [13.845, -1.436, 19.175], [15.183, -4.036, 17.409], [12.776, -10.462, 19.255], [14.411, -8.185, 19.740], [16.907, -8.262, 19.474], [13.968, -2.785, 15.923], [10.304, -2.376, 24.573], [14.158, -1.361, 20.031], [13.981, -5.969, 20.249], [15.545, -1.337, 21.010], [15.971, -6.351, 18.463], [16.822, -2.425, 21.700], [14.534, -10.273, 19.217], [17.912, -6.335, 22.975], [8.900, -2.921, 24.089], [11.406, -4.880, 16.372], [17.509, -3.557, 24.617], [18.295, -4.997, 21.133], [18.419, -0.551, 21.695], [18.202, -4.350, 19.388], [13.273, -3.708, 24.371], [13.457, -2.519, 16.714], [15.795, -7.506, 17.948], [10.952, -4.365, 17.234], [12.453, -0.376, 20.848], [13.634, -9.971, 19.739], [12.753, -4.021, 18.500], [8.787, -2.007, 21.511], [10.393, -6.831, 21.146], [9.607, -2.257, 23.772], [19.603, -2.759, 22.686], [18.081, -4.797, 18.386], [11.241, -3.612, 23.016], [15.306, -3.638, 14.111], [17.033, -6.972, 23.156], [13.935, -2.215, 15.069], [11.407, -5.145, 22.045], [14.663, -3.572, 23.183], [19.070, 0.314, 21.693], [14.167, -4.107, 23.975], [14.721, -7.751, 17.120], [12.471, -1.937, 19.953], [14.953, -3.573, 16.159], [10.285, -8.675, 20.408], [17.258, -3.759, 19.683], [16.573, -6.373, 23.947], [12.972, -1.348, 20.682], [10.936, -7.974, 20.741], [18.918, -2.511, 23.437], [16.566, -6.215, 19.310], [13.471, -4.313, 21.214], [14.663, -5.087, 25.514], [19.043, -3.671, 19.206], [14.376, -6.246, 19.400], [9.833, -2.253, 21.720], [16.581, -4.055, 24.696], [10.015, -4.961, 17.512], [13.860, -5.021, 23.632], [9.027, -6.728, 21.217], [19.351, -2.198, 24.267], [13.053, -1.690, 21.688], [14.686, -3.969, 19.970], [13.544, -8.524, 19.890], [11.942, -8.244, 20.619], [15.312, -7.374, 22.270], [11.956, -5.479, 18.642], [16.232, -7.189, 22.040], [13.750, -10.346, 20.749], [18.534, -1.288, 22.421], [15.660, -3.788, 15.095], [17.945, -3.311, 23.450], [18.645, -5.271, 20.313], [10.981, -4.009, 19.517], [16.212, -9.454, 18.507], [17.749, -2.995, 25.434], [17.256, -0.422, 21.222], [11.728, -4.448, 18.480], [15.611, -5.492, 17.943], [15.075, -4.408, 25.047], [16.494, -1.458, 21.415], [10.312, -2.499, 20.859], [10.998, -4.721, 20.268], [12.346, -6.257, 21.197], [10.176, -2.791, 22.819], [16.538, -4.280, 15.193], [11.379, -6.011, 21.419], [16.690, 0.770, 20.872], [16.336, -8.461, 18.679], [10.754, -3.316, 16.845], [17.502, -7.958, 23.488], [17.381, -3.804, 22.326]]}